{"formula": "C62H143N9O12", "method": "ωB97M-V/def2-TZVPD", "charge": 0, "orbital_gap_ev": 8.984, "spin_multiplicity": 1, "de_lowest_ev": 0.790, "species": ["C", "C", "C", "O", "C", "N", "H", "H", "H", "H", "H", "H", "H", "H", "H", "H", "H", "C", "C", "C", "O", "C", "N", "H", "H", "H", "H", "H", "H", "H", "H", "H", "H", "H", "C", "C", "C", "C", "C", "C", "N", "O", "C", "C", "C", "H", "H", "H", "H", "H", "H", "H", "H", "H", "H", "H", "H", "H", "H", "H", "H", "H", "H", "H", "C", "C", "C", "C", "C", "C", "N", "O", "C", "C", "C", "H", "H", "H", "H", "H", "H", "H", "H", "H", "H", "H", "H", "H", "H", "H", "H", "H", "H", "H", "C", "C", "C", "C", "C", "C", "N", "O", "C", "C", "C", "H", "H", "H", "H", "H", "H", "H", "H", "H", "H", "H", "H", "H", "H", "H", "H", "H", "H", "H", "C", "C", "C", "C", "C", "C", "N", "O", "C", "C", "C", "H", "H", "H", "H", "H", "H", "H", "H", "H", "H", "H", "H", "H", "H", "H", "H", "H", "H", "H", "C", "O", "C", "C", "N", "C", "C", "O", "C", "H", "H", "H", "H", "H", "H", "H", "H", "H", "H", "H", "H", "H", "H", "H", "C", "O", "C", "C", "N", "C", "C", "O", "C", "H", "H", "H", "H", "H", "H", "H", "H", "H", "H", "H", "H", "H", "H", "H", "C", "O", "C", "C", "N", "C", "C", "O", "C", "H", "H", "H", "H", "H", "H", "H", "H", "H", "H", "H", "H", "H", "H", "H"], "positions_angstrom": [[21.1397, 15.6659, 16.2912], [19.8309, 15.6397, 15.5123], [18.6185, 15.5018, 16.3810], [18.8180, 14.3561, 17.2223], [17.6884, 14.1606, 18.0592], [19.7637, 16.8418, 14.6413], [21.3327, 14.7057, 16.7686], [21.1765, 16.4522, 17.0796], [21.8589, 15.9990, 15.5554], [19.9522, 14.7863, 14.8495], [17.6432, 15.3012, 15.8157], [18.4982, 16.3769, 16.9461], [17.8292, 13.2912, 18.6976], [16.7475, 13.8998, 17.5236], [17.5558, 15.0633, 18.7692], [19.6395, 17.7605, 15.1077], [18.9507, 16.7388, 14.0493], [26.9904, 17.1918, 15.4121], [26.4675, 16.0923, 16.3668], [25.0130, 16.3415, 16.8919], [24.9321, 17.6166, 17.5048], [23.7073, 17.9284, 17.9383], [26.6167, 14.7500, 15.7909], [27.1734, 18.1882, 15.8480], [26.2274, 17.2682, 14.6268], [27.9721, 16.8888, 14.9889], [27.0755, 16.1246, 17.3108], [24.7875, 15.5145, 17.5677], [24.2903, 16.2875, 16.0530], [23.1247, 16.9998, 18.1619], [23.2320, 18.6708, 17.2794], [23.7745, 18.4124, 18.9627], [26.5967, 14.1121, 16.5542], [25.9227, 14.5388, 15.0984], [19.6320, 10.9908, 19.4440], [20.9469, 10.5763, 18.8338], [20.9936, 9.0171, 18.7393], [19.9146, 8.4933, 17.8406], [20.1529, 9.0090, 16.4603], [20.2644, 10.5755, 16.4107], [21.2148, 10.9912, 17.4827], [21.3497, 12.4354, 17.3756], [20.9608, 10.9778, 15.1109], [18.8090, 11.1263, 16.4414], [22.0168, 11.1437, 19.6816], [18.6939, 10.5821, 19.1215], [19.6284, 12.0782, 19.3023], [19.7872, 10.7436, 20.5080], [22.0059, 8.7727, 18.2657], [20.8723, 8.6966, 19.7267], [18.9544, 8.8546, 18.2681], [19.8051, 7.4327, 17.8577], [19.3787, 8.6526, 15.8128], [21.1402, 8.6170, 16.1212], [21.9895, 10.5646, 15.0262], [20.3247, 10.6364, 14.2429], [20.9702, 12.0330, 15.0553], [18.3288, 10.7630, 15.5399], [18.2468, 10.7420, 17.2837], [18.7212, 12.2706, 16.3648], [23.0537, 11.0362, 19.2470], [22.0215, 10.5758, 20.6463], [21.8972, 12.1910, 19.8676], [20.4128, 12.7568, 17.3807], [18.4767, 13.6706, 22.5419], [18.5316, 15.1420, 22.7194], [19.6240, 15.4927, 23.7981], [21.0139, 15.2875, 23.2758], [21.1813, 16.1367, 21.9918], [20.0931, 15.9269, 20.9692], [18.8143, 16.0345, 21.6338], [17.8007, 15.9057, 20.6947], [20.2260, 17.0176, 19.8578], [20.2966, 14.5444, 20.2779], [17.1993, 15.6491, 23.4312], [18.1846, 13.1424, 23.4240], [19.3907, 13.1324, 22.2899], [17.7695, 13.2752, 21.7940], [19.4396, 16.5581, 24.1377], [19.4942, 14.8717, 24.6647], [21.2592, 14.2466, 23.0404], [21.7667, 15.6440, 23.9207], [22.1973, 15.9753, 21.5619], [21.1709, 17.2179, 22.2896], [21.2654, 17.1993, 19.7151], [19.8994, 16.6719, 18.8645], [19.7056, 17.8905, 20.1587], [20.7240, 14.6455, 19.2919], [20.9823, 13.9554, 20.8890], [19.3699, 14.1309, 20.0525], [17.2026, 15.2335, 24.4936], [16.2603, 15.2374, 22.9408], [17.2363, 16.7459, 23.4864], [17.4487, 16.8049, 20.6822], [13.8348, 12.7667, 18.2783], [13.5022, 12.2837, 19.7238], [11.9964, 11.9853, 19.8550], [11.4055, 10.6908, 19.2468], [12.2408, 9.5477, 19.7725], [13.7311, 9.7254, 19.5883], [14.1835, 11.0704, 20.0897], [15.5291, 11.2666, 19.7223], [14.4664, 8.7342, 20.4714], [14.0519, 9.4418, 18.0575], [13.8771, 13.4021, 20.5925], [14.8788, 13.0845, 18.1430], [13.3206, 13.7332, 18.1169], [13.4761, 12.0770, 17.4939], [11.7517, 11.9217, 20.9058], [11.4940, 12.8741, 19.5118], [11.4697, 10.7150, 18.1424], [10.3957, 10.4681, 19.5596], [11.9515, 8.6492, 19.2372], [11.9839, 9.2860, 20.7873], [14.2199, 9.0025, 21.4627], [14.2035, 7.6710, 20.1995], [15.5229, 8.7347, 20.2619], [14.9122, 10.0784, 17.7085], [14.2160, 8.3665, 17.9027], [13.2109, 9.6777, 17.4355], [14.9621, 13.6071, 20.4592], [13.6764, 13.1247, 21.6299], [13.2721, 14.2576, 20.3171], [15.9806, 11.3611, 20.6107], [19.7929, 19.2185, 17.7386], [19.3308, 20.3618, 16.7931], [20.5731, 21.3860, 16.5190], [20.3005, 22.4102, 15.4038], [19.7758, 21.7007, 14.1191], [18.6263, 20.6790, 14.3358], [18.9306, 19.7692, 15.5007], [17.8430, 18.8383, 15.6133], [17.3610, 21.5036, 14.5446], [18.5073, 19.8277, 13.0528], [18.2455, 21.1600, 17.5524], [18.9060, 18.6732, 18.1551], [20.3454, 19.7112, 18.5218], [20.4222, 18.5105, 17.2350], [20.7346, 21.8384, 17.5357], [21.4529, 20.7958, 16.3055], [21.2257, 22.9904, 15.1208], [19.5893, 23.1536, 15.7566], [20.5546, 21.0887, 13.6859], [19.4013, 22.4275, 13.3640], [16.9221, 21.7474, 13.5585], [16.5737, 21.0858, 15.1967], [17.5577, 22.4884, 14.9643], [18.4383, 20.4851, 12.1907], [19.3462, 19.1344, 12.9367], [17.5622, 19.3112, 13.1139], [17.9249, 22.0988, 17.0693], [18.6664, 21.4574, 18.4872], [17.3583, 20.5387, 17.7317], [17.0204, 19.2763, 15.9480], [14.8701, 15.2650, 14.2120], [14.7911, 16.4979, 14.9778], [15.0505, 17.6657, 14.2354], [14.4936, 18.8991, 14.9223], [14.9531, 18.9689, 16.3819], [14.0818, 19.7955, 17.2598], [14.4104, 19.4452, 18.7113], [14.1771, 18.0781, 19.0056], [14.3398, 17.8831, 20.4301], [14.6676, 14.4201, 14.8396], [15.7613, 15.1893, 13.5969], [14.1092, 15.1536, 13.4419], [14.4897, 17.6107, 13.3016], [16.1002, 17.7235, 13.9601], [13.4299, 18.9047, 14.9199], [14.9499, 19.7227, 14.3890], [14.9732, 18.0326, 16.7514], [13.0191, 19.6899, 17.0726], [14.3562, 20.8542, 17.1466], [13.7145, 19.9842, 19.3779], [15.4276, 19.7651, 18.8351], [14.3691, 16.7782, 20.6375], [13.4769, 18.3235, 20.9338], [15.2611, 18.3469, 20.7756], [19.6353, 13.9164, 12.4526], [20.1959, 14.5973, 11.3688], [20.8510, 15.9102, 11.6089], [21.3344, 16.3904, 10.2473], [22.5707, 17.1680, 10.2554], [22.3731, 18.6701, 10.4238], [22.9603, 19.1581, 11.7290], [22.2218, 18.6416, 12.7941], [22.8407, 18.8774, 14.0211], [19.2364, 13.0762, 11.9051], [18.7699, 14.4113, 12.8966], [20.3400, 13.5563, 13.2095], [21.6715, 15.8477, 12.2870], [20.1126, 16.5237, 12.0864], [20.5232, 16.8844, 9.7382], [21.4919, 15.4142, 9.6901], [22.8945, 17.0499, 9.2984], [21.3288, 18.9047, 10.3172], [22.8910, 19.1927, 9.6103], [22.8652, 20.2245, 11.6430], [24.0163, 18.9986, 11.8282], [22.2090, 18.3176, 14.7711], [22.7139, 19.9594, 14.2727], [23.8966, 18.5793, 14.1568], [29.7696, 17.6002, 9.3888], [28.9087, 17.4446, 10.4735], [28.0701, 16.2915, 10.5168], [27.5412, 16.1579, 11.9012], [26.7360, 14.9892, 12.0666], [25.3823, 15.1102, 11.5565], [24.4297, 13.9026, 11.6914], [24.0677, 13.8812, 13.0386], [23.0136, 12.8769, 13.3065], [30.3234, 18.5159, 9.5234], [29.2763, 17.6694, 8.3790], [30.4941, 16.7517, 9.3449], [28.6773, 15.4348, 10.2453], [27.2759, 16.3839, 9.8170], [27.1292, 17.1463, 12.1364], [28.3536, 16.0237, 12.6487], [26.5847, 14.7954, 13.0567], [25.4791, 15.2693, 10.4984], [24.8605, 16.0170, 11.9739], [24.9103, 12.9168, 11.5024], [23.6368, 14.1592, 11.0043], [21.9979, 13.3124, 13.1426], [23.0366, 12.5191, 14.3733], [23.0648, 11.9281, 12.6645]], "forces_ev_per_a": [[-0.5, 0.9, 0.7], [0.6, 1.1, -0.5], [-0.9, -2.4, -1.1], [-0.6, 0.1, 0.3], [-0.6, 0.9, 1.1], [0.0, -0.2, 0.2], [0.4, 0.1, -0.2], [-0.3, -0.5, -0.4], [0.7, -0.5, -0.1], [-0.4, -0.1, -0.1], [1.2, 0.5, 0.3], [-0.3, 1.4, 1.1], [0.5, -0.1, 0.1], [0.6, 0.6, -0.2], [-0.1, -1.4, -1.3], [0.2, -1.0, 0.0], [-0.2, 0.2, -0.2], [0.1, -0.5, 0.0], [0.1, 0.8, 1.2], [0.9, 0.2, -1.4], [2.8, -1.2, -0.8], [-2.3, 0.7, 2.7], [0.6, 1.3, 0.2], [-0.5, -0.5, 0.2], [0.4, 0.3, -0.2], [-0.8, -0.1, 0.1], [-0.2, -0.2, -0.8], [-0.2, 0.1, 0.4], [0.2, 0.0, 0.1], [-0.2, 0.8, -0.6], [-0.5, -0.5, 0.0], [0.0, -0.2, -1.0], [-0.2, -0.9, 0.2], [-0.5, -0.2, -0.1], [0.5, 1.1, 1.1], [-0.7, -1.7, -1.3], [1.8, 1.1, -1.5], [-1.0, 1.0, 0.9], [1.3, 0.8, -0.1], [0.2, -1.1, 0.0], [-0.5, 1.0, -1.7], [-1.2, -0.6, 0.4], [-1.0, -1.4, -1.0], [0.5, 1.6, -0.4], [2.4, -1.2, 1.3], [-0.1, -0.3, -0.3], [-0.5, -0.1, 0.5], [-0.6, 0.4, -0.1], [-1.1, 0.0, 1.1], [0.2, -1.0, 1.6], [0.3, -0.2, -0.5], [0.3, -0.9, 0.0], [-0.4, 0.0, -0.8], [-0.6, 0.1, 0.0], [-0.8, 0.2, 0.2], [0.7, 0.1, 0.7], [0.3, 1.2, -0.1], [-0.1, -0.2, -0.2], [-0.1, 0.2, 0.0], [0.3, -1.6, 0.4], [-1.2, -0.1, 0.2], [0.1, 0.6, -0.5], [-0.3, 0.5, 0.2], [0.8, 0.2, 0.0], [-0.2, -2.3, -1.4], [-0.3, 1.7, 3.3], [-0.5, 0.6, -0.1], [0.0, 0.6, -2.1], [0.9, 0.9, 0.9], [0.9, -0.7, -1.9], [0.4, 0.4, 0.5], [-1.0, 0.4, -0.9], [-0.5, -1.8, 0.3], [1.5, 1.3, 0.4], [-0.1, -1.6, 0.2], [-0.4, 0.2, 1.1], [0.4, 0.6, -0.2], [0.0, 0.7, -0.1], [0.4, -1.0, -0.5], [-0.4, -0.4, 0.5], [-0.3, 0.0, 0.2], [0.8, 0.2, 1.2], [-0.8, 0.0, 0.0], [-0.1, -0.7, -0.1], [0.9, 0.5, 0.1], [-0.4, 0.1, 0.6], [-0.3, 1.0, 0.2], [0.6, 0.3, -0.2], [-0.5, -0.5, -0.2], [-1.6, -1.2, 0.2], [0.0, 0.6, -1.3], [1.1, 0.8, 0.4], [-0.3, -0.3, -0.1], [-0.3, -0.2, -0.3], [-0.7, 0.7, -0.4], [-1.3, -1.3, -2.7], [-0.8, 0.0, 0.1], [1.5, 0.6, -0.4], [-0.2, -0.5, -0.3], [0.7, 0.2, -1.3], [-0.2, -0.8, 0.3], [1.7, -0.2, 1.7], [-0.2, -1.5, -1.8], [0.9, 0.8, 0.8], [1.0, 0.5, 1.3], [-0.2, -0.8, 0.1], [-0.2, -0.5, 0.1], [0.5, 0.2, 0.3], [0.1, 0.1, 0.6], [-0.4, 0.3, -0.3], [-0.2, 0.0, 0.4], [-0.5, 0.6, -0.1], [0.1, -0.4, -0.3], [0.0, 0.4, 0.7], [0.1, -0.2, 1.3], [-0.3, 1.0, 0.5], [0.6, 0.5, 0.3], [-0.7, -1.0, 0.3], [0.3, 0.3, 0.1], [-0.5, 0.3, -0.3], [-0.7, 0.2, 0.2], [0.1, 0.2, 0.1], [0.1, 0.4, 0.1], [-0.5, -0.2, -1.6], [-1.4, 0.8, -0.4], [0.7, 0.8, -0.3], [-1.4, -0.8, 1.0], [0.4, -0.2, -0.6], [-0.3, -0.3, 0.6], [0.4, 0.4, 0.7], [-0.2, 0.4, -1.0], [0.0, 0.5, 0.6], [-1.1, 0.6, -0.3], [-0.1, 0.3, 0.8], [-0.4, 0.0, -1.0], [0.8, 0.6, -0.4], [0.2, -0.1, 0.6], [0.4, -0.3, -0.3], [0.0, -0.1, -1.0], [0.3, -0.3, -0.2], [-0.8, -0.6, 0.4], [-0.2, 0.1, 0.0], [0.7, 0.2, -0.3], [0.4, -0.4, 0.4], [0.0, -0.3, 0.4], [0.3, -0.2, -0.4], [0.3, 0.0, 0.2], [0.2, 0.2, -0.1], [-0.1, 0.1, 0.1], [-0.2, -0.6, -0.1], [0.2, -0.5, 0.0], [0.2, 0.0, 0.9], [0.1, 0.1, 0.0], [0.4, -0.1, 0.0], [-0.5, 1.2, -0.4], [-0.1, -1.4, -0.2], [-0.8, -0.4, -0.6], [2.1, -0.6, 2.3], [-0.5, 0.8, -1.2], [1.1, -0.6, 0.1], [-1.8, 0.2, -0.4], [0.8, -0.1, 0.6], [-0.4, -1.2, -0.9], [0.5, -0.2, 0.8], [0.8, -0.1, 0.5], [-0.7, 0.7, -0.1], [0.0, 0.0, -0.4], [0.4, 0.2, 0.3], [-1.0, 0.1, -0.4], [-0.4, 0.6, -0.1], [-0.1, -0.4, 0.0], [-0.3, -0.2, -0.2], [-0.2, -0.1, -0.1], [0.5, 0.5, -0.2], [0.8, -0.1, 0.7], [0.0, 1.1, -0.3], [0.1, 0.0, 0.2], [0.1, 0.1, 0.1], [-0.4, -0.3, -0.9], [1.4, 1.7, -0.1], [-1.0, -1.3, -0.5], [-0.1, -1.7, 0.1], [-0.3, 1.0, -0.8], [1.2, -1.9, -0.2], [-1.1, 0.3, -1.0], [0.5, -0.5, -0.3], [-1.5, 0.3, 2.0], [-0.3, -0.8, 0.4], [0.1, 0.4, 0.3], [-0.3, 0.3, -0.1], [0.8, -0.4, 0.6], [-0.3, 0.7, 0.1], [-0.5, 0.4, -0.4], [0.1, 1.1, 0.4], [0.4, 0.1, 0.3], [-0.6, 0.3, 0.3], [0.0, -0.1, 0.1], [-0.2, 1.2, 0.5], [0.7, -0.7, 0.0], [0.8, 0.5, -0.6], [0.5, -0.5, 0.0], [-0.3, 0.0, -0.6], [0.1, -1.1, -1.0], [-0.6, 0.5, 0.5], [1.9, 0.1, -0.3], [1.2, 0.3, 1.4], [-1.6, -1.0, 1.0], [-0.4, 0.3, -0.6], [2.1, 0.7, 0.5], [-2.2, -1.7, 1.3], [0.0, -0.3, 0.1], [0.1, 0.3, 0.2], [0.0, -0.2, 0.9], [-0.3, 0.4, -0.1], [0.0, -0.5, -0.1], [-0.8, 0.1, -0.9], [-0.7, -0.1, 0.3], [-0.1, 0.3, -0.7], [0.8, 0.0, -0.1], [-0.1, 0.3, -0.7], [0.1, -0.7, -0.3], [-0.2, 0.6, -0.6], [-0.8, -0.4, -0.1], [1.2, -0.2, 0.0], [0.4, 0.7, -1.0], [0.4, 1.4, 0.6]]}